# 1
90
Properties=species:S:1:pos:R:3:mulliken_charge:R:1 method="wB97M-V/def2-TZVPD" e_homo_ha="-0.20279 / -0.20279" homo_lumo_gap_ha="0.2598 / 0.2201" spin_multiplicity=6 relative_energy_kj_mol=55.7 s_squared=8.76 total_charge=-1
Fe 0.85 0.65 -0.37 0.258
N 4.03 3.70 -0.22 -0.480
C 3.22 2.64 -0.47 0.597
S 1.52 2.96 -0.55 -0.411
N 3.80 1.49 -0.64 -1.442
N 2.91 0.44 -0.84 1.268
C 3.44 -0.57 -1.43 -0.728
C 2.79 -1.82 -1.76 0.934
C 3.52 -2.77 -2.49 -0.701
C 2.97 -3.98 -2.84 -0.873
C 1.66 -4.26 -2.45 -0.567
C 0.92 -3.36 -1.72 -0.564
C 1.47 -2.12 -1.36 -0.164
O 0.78 -1.27 -0.65 0.951
H 3.65 4.62 -0.35 0.225
H 5.01 3.58 -0.42 0.251
H 4.48 -0.46 -1.71 0.359
H 4.54 -2.53 -2.78 0.413
H 3.54 -4.70 -3.41 0.405
H 1.21 -5.21 -2.73 0.419
H -0.09 -3.58 -1.41 0.431
O -1.35 -0.30 0.33 -0.068
C -1.74 0.18 1.61 2.008
C -0.51 0.87 2.26 -0.413
O -0.54 1.21 3.43 -0.629
O 0.51 1.01 1.49 -0.486
C -2.85 1.21 1.37 -0.049
C -3.15 2.19 2.31 -0.299
C -4.17 3.10 2.08 -0.945
C -4.90 3.05 0.91 -0.507
C -4.60 2.08 -0.04 -0.873
C -3.58 1.17 0.19 -0.284
C -2.20 -0.97 2.51 -0.140
C -2.66 -0.71 3.80 -0.163
C -3.01 -1.74 4.65 -0.564
C -2.91 -3.06 4.23 -0.617
C -2.47 -3.33 2.95 -0.802
C -2.12 -2.29 2.09 -0.173
H -0.76 -1.08 0.42 -0.322
H -2.55 2.27 3.21 0.452
H -4.38 3.86 2.82 0.411
H -5.70 3.76 0.73 0.392
H -5.16 2.04 -0.97 0.424
H -3.36 0.42 -0.56 0.390
H -2.73 0.31 4.15 0.182
H -3.36 -1.51 5.65 0.440
H -3.18 -3.87 4.90 0.386
H -2.39 -4.35 2.60 0.413
H -1.79 -2.55 1.09 0.703
O 1.76 2.47 -8.96 -0.672
S 0.63 2.12 -9.80 1.197
O 0.90 1.10 -10.79 -0.688
O -0.16 3.24 -10.26 -0.689
C -0.53 1.28 -8.66 0.026
N -1.63 0.75 -9.20 -0.498
C -2.46 0.15 -8.38 -0.350
C -2.24 0.05 -7.01 -0.589
C -1.08 0.64 -6.54 0.468
N -0.23 1.25 -7.37 -0.296
C -0.68 0.65 -5.11 1.356
C -1.39 -0.02 -4.12 -1.280
C -0.95 0.04 -2.81 -0.421
N 0.13 0.74 -2.44 0.873
C 0.82 1.37 -3.39 -0.419
C 0.46 1.35 -4.72 -1.071
H -3.36 -0.28 -8.82 0.400
H -2.95 -0.45 -6.36 0.359
H -2.27 -0.60 -4.34 0.259
H -1.47 -0.49 -2.03 0.568
H 1.69 1.92 -3.06 0.313
H 1.05 1.87 -5.47 0.685
C 3.93 -0.53 4.22 -0.950
N 2.57 -0.70 4.68 0.375
C 1.57 -1.29 3.97 -0.263
Se 1.63 -1.99 2.30 -0.319
N 0.46 -1.20 4.74 0.231
C 0.72 -0.54 5.92 0.493
C -0.07 -0.18 6.99 -0.483
C 0.54 0.48 8.04 -0.615
C 1.90 0.78 8.02 -0.549
C 2.70 0.43 6.94 -0.744
C 2.08 -0.23 5.89 0.441
H 3.96 -0.77 3.16 0.216
H 4.61 -1.19 4.76 0.327
H 4.24 0.51 4.36 0.374
H -0.44 -1.49 4.39 -0.116
H -1.13 -0.41 7.01 0.421
H -0.05 0.78 8.90 0.392
H 2.35 1.30 8.86 0.373
H 3.75 0.67 6.91 0.424

***

# 2
89
Properties=species:S:1:pos:R:3:mulliken_charge:R:1 method="wB97M-V/def2-TZVPD" e_homo_ha=-0.15488 homo_lumo_gap_ha=0.2206 spin_multiplicity=1 relative_energy_kj_mol=62.5 total_charge=-1
Sn -0.07 -0.50 -1.43 2.556
Br -3.31 6.20 -0.19 -0.257
C -2.49 4.68 -1.01 -0.192
C -3.26 3.81 -1.79 -0.526
C -2.68 2.72 -2.37 -0.521
C -1.31 2.38 -2.17 0.152
O -0.78 1.35 -2.73 -0.609
C -0.55 3.30 -1.37 0.890
C 0.86 3.08 -1.10 -0.914
N 1.37 1.92 -1.04 0.665
C 2.70 1.68 -0.71 0.612
C 3.43 2.43 0.18 -0.752
C 4.76 2.06 0.52 -0.944
C 5.34 0.95 -0.02 -0.966
C 4.60 0.13 -0.91 1.426
C 5.11 -1.07 -1.45 -0.936
C 4.32 -1.86 -2.23 -1.186
C 3.00 -1.44 -2.48 -0.024
N 2.49 -0.32 -2.03 -0.050
C 3.27 0.48 -1.25 -0.559
C -1.15 4.45 -0.83 -0.774
H -4.32 4.01 -1.92 0.442
H -3.27 2.03 -2.98 0.480
H 1.47 3.98 -0.90 0.441
H 2.98 3.29 0.64 0.526
H 5.31 2.67 1.22 0.408
H 6.35 0.67 0.24 0.397
H 6.13 -1.36 -1.21 0.382
H 4.68 -2.79 -2.64 0.462
H 2.33 -2.06 -3.07 0.316
H -0.55 5.13 -0.23 0.449
O 0.34 -4.85 0.03 -0.720
C 0.50 -3.66 -0.22 -0.450
N 0.14 -2.95 -1.33 0.254
C -0.48 -3.59 -2.37 -0.313
O -0.92 -4.72 -2.45 -0.727
C -0.58 -2.70 -3.61 0.517
C -1.28 -3.17 -4.72 -0.700
C -1.37 -2.36 -5.83 -0.402
C -0.75 -1.12 -5.83 -0.931
C -0.08 -0.73 -4.69 -0.286
N 0.01 -1.51 -3.61 0.172
C 1.24 -2.85 0.84 0.913
C 1.26 -3.35 2.14 -0.785
C 1.96 -2.67 3.11 -0.813
C 2.63 -1.50 2.76 -0.615
C 2.55 -1.07 1.45 -0.838
N 1.86 -1.72 0.51 0.601
H -1.75 -4.14 -4.65 0.550
H -1.93 -2.69 -6.70 0.406
H -0.80 -0.45 -6.68 0.432
H 0.39 0.25 -4.61 0.481
H 0.73 -4.27 2.34 0.507
H 2.00 -3.03 4.13 0.501
H 3.20 -0.93 3.49 0.467
H 3.05 -0.16 1.14 0.666
O -6.14 -0.23 0.11 -0.574
C -5.48 0.20 1.16 0.480
O -6.04 0.45 2.21 -0.646
C -4.01 0.37 1.01 0.237
C -3.18 0.99 1.92 -0.533
Cl -3.54 1.60 3.48 -0.120
N -1.91 0.96 1.44 0.326
N -1.87 0.33 0.26 1.612
C -3.10 -0.02 -0.02 -0.398
C -3.30 -0.73 -1.34 -0.023
O -4.45 -0.87 -1.78 -0.929
O -2.23 -1.11 -1.88 -0.315
C -0.69 1.48 1.96 -0.101
C 0.46 0.71 1.79 1.659
C 1.67 1.19 2.26 -0.458
C 1.74 2.43 2.88 -1.285
C 0.58 3.20 3.02 -1.165
C -0.63 2.73 2.56 -0.545
H -5.50 -0.42 -0.66 0.419
H 0.39 -0.25 1.30 -0.721
H 2.56 0.59 2.13 0.257
H 2.69 2.81 3.24 0.519
H 0.63 4.18 3.48 0.368
H -1.52 3.35 2.62 0.536
C -1.38 -2.21 5.24 -1.299
C -2.13 -1.29 4.28 -0.215
C -1.92 -1.68 2.88 0.469
N -1.76 -1.98 1.78 -0.352
H -1.54 -1.89 6.27 0.414
H -0.31 -2.19 5.04 0.184
H -1.72 -3.24 5.14 0.367
H -1.79 -0.25 4.39 0.113
H -3.20 -1.30 4.47 0.436

***

# 3
130
Properties=species:S:1:pos:R:3:mulliken_charge:R:1 method="wB97M-V/def2-TZVPD" e_homo_ha=-0.32875 homo_lumo_gap_ha=0.3412 spin_multiplicity=1 total_charge=0
F -3.82 -4.69 5.16 -0.382
C -3.46 -4.24 3.95 0.431
C -2.78 -3.05 3.82 -0.678
C -2.55 -2.64 2.53 -0.137
C -2.88 -3.48 1.43 -0.641
C -3.53 -4.66 1.62 -0.686
C -3.87 -5.05 2.91 -0.154
H -2.43 -2.46 4.68 0.473
H -2.06 -1.66 2.27 0.315
H -2.53 -3.12 0.47 0.762
H -3.66 -5.29 0.74 0.417
H -4.37 -6.02 3.08 0.396
F 4.43 -0.15 2.42 -0.340
C 4.87 0.33 1.26 0.329
C 5.88 1.25 1.31 -0.407
C 6.28 1.84 0.09 -0.311
C 5.79 1.44 -1.15 -0.860
C 4.69 0.56 -1.09 -0.439
C 4.30 -0.01 0.08 -0.327
H 6.34 1.49 2.26 0.525
H 7.22 2.48 0.10 0.287
H 6.27 1.74 -2.10 0.420
H 4.16 0.25 -1.94 0.573
H 3.50 -0.73 0.01 0.527
F -4.74 1.82 2.25 -0.345
C -3.57 1.80 2.92 0.098
C -2.42 1.48 2.31 0.164
C -1.24 1.49 3.01 -0.279
C -1.18 1.78 4.32 -0.705
C -2.36 2.10 4.97 -0.523
C -3.56 2.03 4.27 -0.672
H -2.47 1.29 1.26 0.521
H -0.31 1.23 2.54 0.411
H -0.24 1.66 4.84 0.433
H -2.40 2.22 6.03 0.419
H -4.51 2.20 4.74 0.482
F 1.41 -5.51 4.99 -0.328
C 1.10 -5.93 3.81 0.494
C 2.03 -6.65 3.11 -0.660
C 1.81 -6.97 1.80 -0.385
C 0.54 -6.67 1.23 -0.579
C -0.42 -6.05 1.98 0.018
C -0.15 -5.64 3.29 -0.303
H 2.96 -6.80 3.65 0.391
H 2.56 -7.49 1.22 0.455
H 0.25 -6.93 0.24 0.294
H -1.35 -5.81 1.47 0.255
H -0.96 -5.15 3.87 0.227
F -4.12 -6.99 -2.42 -0.379
C -2.97 -6.28 -2.50 0.554
C -3.11 -4.94 -2.75 -0.654
C -1.95 -4.17 -2.80 0.045
C -0.71 -4.73 -2.66 -0.711
C -0.64 -6.07 -2.33 -0.107
C -1.74 -6.87 -2.24 -0.820
H -4.10 -4.50 -2.73 0.431
H -2.02 -3.16 -3.11 0.515
H 0.17 -4.15 -2.85 0.339
H 0.37 -6.50 -2.24 0.389
H -1.60 -7.92 -2.04 0.469
C -3.49 5.22 0.74 -1.262
S -1.72 5.68 0.75 0.479
O -1.24 5.64 -0.66 -0.345
C -2.06 7.53 0.85 -1.039
H -3.78 5.34 1.74 0.534
H -3.70 4.20 0.43 0.296
H -4.06 5.93 0.13 0.393
H -2.66 7.64 -0.03 0.289
H -1.07 8.04 0.87 0.292
H -2.66 7.82 1.73 0.393
C 2.25 5.92 -1.15 -0.520
O 2.57 5.54 0.19 -0.195
C 3.87 5.54 0.48 0.680
O 4.67 5.91 -0.28 -0.515
O 4.01 5.22 1.78 -0.298
C 5.33 5.33 2.23 -0.721
H 2.50 7.01 -1.24 0.373
H 1.21 5.69 -1.32 -0.066
H 2.93 5.35 -1.78 0.376
H 6.10 4.90 1.58 0.277
H 5.34 4.79 3.15 0.258
H 5.57 6.32 2.50 0.343
C 0.38 -2.30 0.38 0.291
O 0.55 -0.96 0.78 -0.387
C 0.78 0.02 -0.18 0.744
O 0.87 -0.19 -1.33 -0.344
O 0.88 1.24 0.39 -0.248
C 1.32 2.38 -0.46 -0.437
H -0.11 -2.84 1.17 -0.132
H 1.33 -2.79 0.14 -0.195
H -0.21 -2.32 -0.54 0.140
H 0.64 3.22 -0.35 -0.015
H 1.25 2.05 -1.48 0.378
H 2.32 2.62 -0.14 0.155
C 4.44 -4.60 0.36 -0.700
O 3.33 -4.52 -0.54 -0.068
C 3.63 -3.89 -1.77 0.600
O 4.76 -3.62 -2.10 -0.599
O 2.54 -3.65 -2.45 -0.163
C 2.74 -2.87 -3.60 -0.656
H 5.36 -4.99 -0.09 0.364
H 4.14 -5.26 1.13 0.171
H 4.78 -3.65 0.77 0.249
H 3.41 -2.06 -3.38 0.331
H 1.74 -2.45 -3.80 0.122
H 2.95 -3.55 -4.40 0.297
C -3.53 4.48 -3.14 -0.689
O -2.20 4.12 -3.15 0.128
C -1.30 5.11 -3.40 0.673
O -0.12 4.91 -3.49 -0.563
O -1.87 6.29 -3.75 -0.361
C -0.95 7.37 -3.77 -0.612
H -3.75 5.20 -2.32 0.112
H -4.12 3.55 -3.11 0.199
H -3.81 4.98 -4.02 0.383
H -0.48 7.44 -4.77 0.275
H -0.24 7.29 -3.00 0.217
H -1.60 8.24 -3.57 0.253
C -4.56 -0.64 -0.99 -0.167
O -4.16 0.03 -2.18 -0.437
C -2.86 -0.04 -2.45 0.714
O -2.04 -0.60 -1.81 -0.122
O -2.57 0.76 -3.51 -0.500
C -1.20 1.16 -3.55 -0.359
H -4.14 -1.65 -0.95 0.103
H -5.65 -0.58 -0.91 0.326
H -4.09 -0.15 -0.10 -0.085
H -0.53 0.31 -3.51 0.194
H -0.95 1.78 -2.71 0.047
H -1.16 1.75 -4.46 0.306

***

Quick rundown of E, same order as above: -188624.87638; -158678.59724; -106908.01713 eV